No. 1
C4H8 | wB97M-V/def2-TZVPD

```
12
Properties=species:S:1:pos:R:3
C 1.938 0.112 0.270
C 0.118 -0.033 -0.070
C -0.629 1.189 -0.392
C -0.605 -1.218 0.203
H 2.437 -0.861 0.357
H 2.172 1.002 -0.150
H -0.700 1.365 -1.506
H -1.509 1.189 0.092
H -0.106 2.063 0.140
H -0.442 -1.617 1.315
H -1.726 -1.209 0.120
H -0.256 -2.097 -0.359
```

HOMO-LUMO gap (spin up / spin down), eV: 9.3 / 7.9
SMILES: C=C(C)C
Energy above the lowest of the compared OMol25 structures with the same formula, charge and spin, eV: 4.4612

Löwdin population analysis, charges in e, atoms 1 to 5:
1. C 0.12
2. C -0.29
3. C -0.13
4. C -0.17
5. H 0.01

***

No. 2
C4H8 | wB97M-V/def2-TZVPD

```
12
Properties=species:S:1:pos:R:3
C 1.304 0.326 1.585
C 0.734 0.899 0.439
C -1.216 -1.190 -2.043
C -0.478 0.323 0.611
H 1.562 0.917 2.466
H 1.215 1.333 -0.434
H -1.596 -2.213 -2.040
H -1.300 -0.842 -3.064
H -0.209 -1.283 -1.605
H -1.309 0.879 1.052
H -1.665 -0.536 -1.292
H 1.323 -0.747 1.778
```

HOMO-LUMO gap (spin up / spin down), eV: 9.8 / 7.8
Spin multiplicity: 2
Charge: +1
Energy above the lowest of the compared OMol25 structures with the same formula, charge and spin, eV: 4.4519
Expectation value of S²: 0.778

Löwdin population analysis, charges in e, atoms 1 to 5:
1. C 0.19
2. C -0.07
3. C -0.03
4. C 0.29
5. H 0.13

***

No. 3
C4H8AgClO4 | wB97M-V/def2-TZVPD

```
18
Properties=species:S:1:pos:R:3
Ag 1.237 0.023 -1.078
Cl 4.286 -1.547 -3.351
O 2.153 -0.403 2.483
C 2.012 0.649 3.436
C 2.149 2.117 2.916
O 1.539 2.573 1.730
H 2.749 0.531 4.231
H 1.100 0.631 4.032
H 3.185 2.391 2.712
H 2.134 2.899 3.674
O -1.372 -2.412 -1.974
C -2.531 -1.936 -2.664
C -3.075 -0.526 -2.598
O -2.165 0.545 -2.306
H -3.322 -2.595 -2.305
H -2.557 -2.224 -3.715
H -3.798 -0.448 -1.786
H -3.724 -0.268 -3.435
```

HOMO-LUMO gap (spin up / spin down), eV: 4.3 / 3.3
Spin multiplicity: 2
Charge: -3
Energy above the lowest of the compared OMol25 structures with the same formula, charge and spin, eV: 3.3443
Expectation value of S²: 0.756

Löwdin population analysis, charges in e, atoms 1 to 5:
1. Ag 0.73
2. Cl -0.97
3. O -0.39
4. C -0.46
5. C -0.34

***

No. 4
C4H8AlFO11P2 | wB97M-V/def2-TZVPD

```
27
Properties=species:S:1:pos:R:3
Al -1.801 1.305 -0.670
P -4.949 0.208 0.547
O -3.550 0.164 1.288
O -5.976 0.942 1.431
O -5.562 -1.169 0.192
O -4.661 0.888 -0.830
P -1.841 -1.980 -1.870
O -2.662 -3.114 -1.123
O -1.121 -1.610 -0.510
O -2.422 -0.718 -2.488
O -0.710 -2.848 -2.430
F -0.504 3.943 -0.528
C 2.520 -2.229 1.544
C 1.725 -1.235 0.669
O 2.536 -0.112 0.719
C 2.177 0.963 0.041
O 1.151 1.166 -0.607
O 3.072 1.864 0.269
C 3.002 3.173 -0.363
H 2.112 -3.237 1.624
H 2.591 -1.849 2.563
H 3.558 -2.376 1.248
H 0.717 -1.094 1.058
H 1.699 -1.650 -0.339
H 3.924 3.734 -0.207
H 2.197 3.645 0.200
H 2.778 3.226 -1.429
```

HOMO-LUMO gap (spin up / spin down), eV: 4.2 / 3.5
Spin multiplicity: 2
Charge: -3
Expectation value of S²: 1.516

Löwdin population analysis, charges in e, atoms 1 to 5:
1. Al 0.99
2. P -0.04
3. O -0.45
4. O -0.33
5. O -0.20

***

No. 5
C4H8AlN4O8 | wB97M-V/def2-TZVPD

```
25
Properties=species:S:1:pos:R:3
Al -0.758 -1.862 -1.161
C 0.020 -4.722 0.656
O 0.643 -3.665 0.869
O -0.004 -5.685 1.392
O -0.589 -4.722 -0.422
C -3.596 -0.882 0.592
O -3.557 -1.764 -0.213
O -2.487 -0.529 1.037
O -4.620 -0.324 0.693
C 1.461 0.243 1.577
O 0.717 -0.222 0.709
N 2.049 1.408 1.374
N 1.708 -0.385 2.660
H 1.722 1.977 0.606
H 2.630 1.710 2.143
H 2.456 -0.081 3.267
H 1.166 -1.173 2.987
C -0.014 2.033 -2.247
O -0.371 0.878 -2.097
N 0.300 2.903 -1.352
N -0.020 2.645 -3.452
H 0.878 3.724 -1.458
H 0.020 2.723 -0.399
H -0.081 2.181 -4.347
H 0.326 3.593 -3.414
```

HOMO-LUMO gap (spin up / spin down), eV: 2.1 / 2.1
Spin multiplicity: 2
Charge: -2
Expectation value of S²: 0.760

Löwdin population analysis, charges in e, atoms 1 to 5:
1. Al 0.96
2. C -1.22
3. O -0.21
4. O -0.13
5. O -0.23

***

No. 6
C4H8B2 | wB97M-V/def2-TZVPD

```
14
Properties=species:S:1:pos:R:3
B -2.138 -0.060 0.618
B 0.109 -1.251 -0.311
C 0.074 0.999 -0.321
C 2.368 -0.072 0.393
C 1.071 -0.118 -0.028
C -1.061 -0.034 -0.461
H -3.252 -0.452 0.571
H -1.687 0.505 1.520
H -1.330 -0.070 -1.568
H 0.018 -2.501 -0.338
H -0.086 2.032 0.228
H 0.350 1.240 -1.365
H 2.795 0.857 0.586
H 2.770 -1.076 0.476
```

HOMO-LUMO gap, eV: 9.5
SMILES: B[C@@H]1BC(=C)C1
Energy above the lowest of the compared OMol25 structures with the same formula, charge and spin, eV: 0.7946

Löwdin population analysis, charges in e, atoms 1 to 5:
1. B -0.01
2. B -0.02
3. C -0.18
4. C 0.11
5. C -0.27

***

No. 7
C4H8BN | wB97M-V/def2-TZVPD

```
14
Properties=species:S:1:pos:R:3
B 0.914 -0.229 0.101
C -1.766 -0.471 -0.099
C 1.711 -1.645 -0.129
C -0.925 1.789 -0.016
C -0.747 0.328 0.508
N -2.547 -1.088 -0.681
H 1.599 0.657 -0.292
H -0.604 0.270 1.535
H 1.309 -2.415 0.671
H 2.854 -1.558 -0.146
H 1.329 -2.162 -1.008
H -0.084 2.428 0.148
H -1.193 1.870 -1.076
H -1.850 2.226 0.483
```

HOMO-LUMO gap, eV: 10.4
SMILES: CB[C@@H](C)C#N
Energy above the lowest of the compared OMol25 structures with the same formula, charge and spin, eV: 2.3062

Löwdin population analysis, charges in e, atoms 1 to 5:
1. B 0.03
2. C -0.27
3. C -0.10
4. C -0.10
5. C -0.29

***

No. 8
C4H8BN | wB97M-V/def2-TZVPD

```
14
Properties=species:S:1:pos:R:3
B -0.156 -0.424 0.496
C 1.034 -0.461 1.513
C -0.618 -1.758 -0.136
C 0.559 1.282 -0.886
C -0.582 1.063 0.087
N 1.589 -0.380 2.517
H -1.565 1.321 -0.252
H -1.744 -1.787 0.072
H 0.004 -2.629 0.201
H -0.561 -1.700 -1.254
H 0.692 0.360 -1.525
H 0.327 2.142 -1.489
H 1.527 1.298 -0.371
H -0.506 1.673 1.027
```

HOMO-LUMO gap, eV: 11.1
SMILES: CCB(C)C#N
Energy above the lowest of the compared OMol25 structures with the same formula, charge and spin, eV: 0.9780

Löwdin population analysis, charges in e, atoms 1 to 5:
1. B -0.40
2. C -0.11
3. C -0.04
4. C -0.12
5. C -0.19

***

No. 9
C4H8BN | wB97M-V/def2-TZVPD

```
14
Properties=species:S:1:pos:R:3
B -0.496 -0.182 0.072
C 0.492 -1.173 -0.469
C 1.709 -0.615 -0.344
C 1.655 0.770 0.250
C -2.535 -0.042 -0.075
N 0.194 0.925 0.521
H 0.446 -2.200 -0.976
H 2.557 -1.213 -0.553
H 2.242 0.477 1.215
H 2.224 1.492 -0.276
H -2.806 0.405 -1.051
H -2.990 0.584 0.811
H -2.595 -1.163 0.125
H -0.098 1.934 0.752
```

HOMO-LUMO gap, eV: 9.7
Energy above the lowest of the compared OMol25 structures with the same formula, charge and spin, eV: 1.9562

Löwdin population analysis, charges in e, atoms 1 to 5:
1. B -0.36
2. C -0.02
3. C -0.11
4. C -0.18
5. C -0.06

***

No. 10
C4H8BrCl | wB97M-V/def2-TZVPD

```
14
Properties=species:S:1:pos:R:3
C -1.012 -0.176 -1.140
C -0.288 -1.007 1.085
C 1.479 1.159 0.016
C -0.562 0.194 0.271
Cl -1.536 1.497 0.914
Br 2.597 -0.215 -0.630
H -0.212 -0.852 -1.689
H -1.948 -0.736 -1.028
H -1.262 0.691 -1.852
H 0.610 -1.572 0.577
H 0.059 -0.780 2.184
H -1.098 -1.677 0.892
H 1.218 2.036 -0.635
H 1.954 1.439 1.034
```

HOMO-LUMO gap, eV: 9.3
Energy above the lowest of the compared OMol25 structures with the same formula, charge and spin, eV: 2.2102

Löwdin population analysis, charges in e, atoms 1 to 5:
1. C -0.18
2. C -0.18
3. C -0.57
4. C -0.87
5. Cl 0.62

***

No. 11
C4H8BrF | wB97M-V/def2-TZVPD

```
14
Properties=species:S:1:pos:R:3
C 0.510 0.513 -1.163
C -1.158 -0.623 0.259
C 1.159 -0.212 1.261
C 0.405 -0.579 -0.028
F 0.658 -1.813 -0.468
Br 3.999 0.904 0.219
H 0.430 0.036 -2.186
H 1.548 0.891 -1.260
H -0.303 1.190 -0.951
H -1.521 0.380 0.060
H -1.626 -1.131 -0.483
H -1.416 -1.212 1.144
H 1.439 -1.100 1.675
H 1.072 0.690 1.713
```

HOMO-LUMO gap, eV: 6.3
Energy above the lowest of the compared OMol25 structures with the same formula, charge and spin, eV: 3.7932

Löwdin population analysis, charges in e, atoms 1 to 5:
1. C -0.02
2. C 0.01
3. C 0.26
4. C -0.59
5. F 0.04

***

No. 12
C4H8BrN2 | wB97M-V/def2-TZVPD

```
15
Properties=species:S:1:pos:R:3
C 0.659 -1.640 -0.532
C 0.163 -0.224 1.196
C -0.612 0.379 0.025
C -0.365 1.776 -0.408
N 0.775 -1.423 0.779
N 0.099 -0.698 -1.224
Br -2.529 -0.138 0.080
H 0.990 -2.560 -1.067
H 0.723 0.480 1.789
H -0.495 -0.376 1.980
H 0.508 1.977 -0.898
H -0.539 2.510 0.392
H -1.043 2.260 -1.109
H 1.608 -1.907 1.152
H 0.058 -0.416 -2.155
```

HOMO-LUMO gap, eV: 10.8
SMILES: C[C@]1(Br)CNC=[NH+]1
Charge: +1
Energy above the lowest of the compared OMol25 structures with the same formula, charge and spin, eV: 2.2276

Löwdin population analysis, charges in e, atoms 1 to 5:
1. C -0.12
2. C -0.19
3. C -0.62
4. C -0.10
5. N 0.08

***

no.,E_tot (Ha)
1,-157.02001
2,-156.69143
3,-1064.86769
4,-2009.72898
5,-1220.52891
6,-206.77742
7,-236.74879
8,-236.79760
9,-236.76166
10,-3191.31222
11,-2830.94415
12,-2840.43825